(1)
{
  "formula": "C17H16N4O5S",
  "method": "ωB97M-V/def2-TZVPD",
  "symbols": ["C", "N", "C", "C", "C", "C", "N", "C", "O", "C", "C", "O", "C", "C", "C", "O", "C", "N", "S", "C", "O", "O", "C", "C", "C", "C", "N", "H", "H", "H", "H", "H", "H", "H", "H", "H", "H", "H", "H", "H", "H", "H", "H"],
  "coordinates": [[4.40131, 5.28965, 4.69679], [3.59234, 4.22538, 4.04968], [2.71868, 4.51154, 3.04665], [2.33969, 3.27708, 2.56728], [1.45711, 2.86651, 1.56165], [1.24137, 1.47704, 1.31832], [0.36796, 0.99214, 0.33028], [-0.63858, 1.60330, -0.42022], [-0.84887, 2.80434, -0.37927], [-1.49430, 0.76870, -1.31928], [-2.39625, 1.36918, -2.19964], [-3.12003, 0.43117, -2.88165], [-2.71022, -0.82489, -2.45402], [-1.69544, -0.67225, -1.52059], [-1.10458, -1.90463, -0.98375], [-0.11993, -1.82332, -0.22181], [-1.72957, -3.26046, -1.23704], [-2.33912, -3.29402, -2.58490], [-2.96838, -4.86169, -3.07594], [-1.53856, -5.72094, -3.78769], [-3.46300, -5.58818, -1.89258], [-3.99763, -4.57878, -4.07856], [-3.21865, -2.16618, -2.94612], [1.95978, 0.52682, 2.06301], [2.85330, 0.94070, 3.09772], [3.03525, 2.30265, 3.30980], [3.79976, 2.88602, 4.19189], [4.93495, 5.87551, 3.99076], [5.08879, 4.83284, 5.38602], [3.79167, 5.94069, 5.34214], [2.41161, 5.51317, 2.65479], [0.96990, 3.64199, 0.96640], [0.43382, 0.01408, 0.08700], [-2.49674, 2.43883, -2.31907], [-0.91660, -4.03580, -1.06506], [-2.49038, -3.36533, -0.49104], [-0.67964, -5.70213, -3.10880], [-1.81223, -6.75102, -3.98947], [-1.27904, -5.22228, -4.70223], [-3.35449, -2.11653, -4.06481], [-4.21437, -2.33482, -2.49497], [1.82066, -0.53176, 1.87038], [3.40867, 0.22568, 3.68797]],
  "atomic_forces_ev_per_a": [[-1.0216, -1.1851, 1.2604], [0.0705, 0.6883, -0.8466], [0.0369, 0.4451, -0.0483], [-1.0189, -0.8239, -1.0970], [-1.0113, -1.1947, -1.2047], [0.1783, 2.9361, -0.0246], [-1.5234, -0.3561, -1.5945], [1.2419, 0.7072, 1.1057], [-0.0988, -0.0353, -0.0451], [-1.0112, -0.4963, -1.2434], [1.7964, -1.5099, 1.8292], [0.0215, -1.1096, 0.0974], [1.7983, 0.8832, 0.9888], [-1.3174, -0.3214, -1.0354], [2.2665, 1.2368, 1.9232], [-1.4770, -0.5563, -1.2577], [0.7330, -0.0190, -0.8456], [0.5499, -1.2326, -0.6845], [-2.4175, 0.4768, 1.3300], [-0.1600, 0.4320, 0.5982], [1.6322, 1.0587, -1.6040], [2.0103, -0.2382, 0.6697], [-1.2478, 0.6117, -0.9093], [1.7994, 0.4408, 2.3239], [-1.4851, -1.5929, -2.0883], [-0.6790, 0.6021, -0.3564], [1.8115, 1.8493, 2.1660], [0.3469, 0.3477, -0.7986], [0.3951, -0.4368, 0.0128], [-0.1818, -0.2252, -0.5393], [0.6091, -1.0201, 0.8784], [-0.1052, -0.5842, 0.0937], [0.2053, -0.3726, 0.4431], [-0.5463, -0.2862, -0.4294], [-1.1613, 0.8901, -0.4745], [-0.5274, -0.3571, 0.7740], [-0.3698, 0.1180, 0.0704], [-0.3300, -0.0204, 0.1154], [0.0185, 0.3106, -0.4070], [0.1421, -0.2335, 1.1883], [0.1129, 0.1939, -0.3097], [-0.0204, 0.0758, 0.0252], [-0.0650, -0.0967, -0.0501]],
  "lowdin_charge": [-0.003, -0.165, -0.010, -0.198, 0.051, -0.212, 0.136, -0.387, 0.059, -0.021, 0.006, 0.074, -0.122, -0.032, -0.276, 0.053, -0.101, -0.216, 0.693, -0.115, -0.321, -0.319, -0.109, -0.004, 0.007, -0.309, 0.126, 0.072, 0.077, 0.092, 0.149, 0.108, 0.089, 0.143, 0.156, 0.127, 0.069, 0.072, 0.060, 0.149, 0.141, 0.106, 0.105],
  "smiles": "Cn1cc2cc(NC(=O)c3coc4c3C(=O)CN(S(C)(=O)=O)C4)ccc2n1",
  "e_lumo_ev": -0.07,
  "homo_ev": -7.37
}

=====

(2)
{
  "formula": "C17H16NP",
  "method": "ωB97M-V/def2-TZVPD",
  "symbols": ["C", "C", "C", "C", "P", "C", "C", "C", "N", "C", "C", "C", "C", "C", "C", "C", "C", "C", "C", "H", "H", "H", "H", "H", "H", "H", "H", "H", "H", "H", "H", "H", "H", "H", "H"],
  "coordinates": [[-1.81828, 5.26293, 0.32797], [-1.06768, 5.01921, 1.48348], [-0.16515, 3.85992, 1.53985], [-0.22200, 2.97824, 0.46637], [0.68559, 1.40077, 0.40289], [2.48637, 1.05402, 0.28570], [2.73736, -0.36067, -0.40575], [1.64513, -1.48353, -0.39290], [1.81131, -2.82629, -0.68849], [0.62328, -3.52984, -0.60376], [0.16982, -4.87327, -0.85073], [-1.19062, -5.23802, -0.66286], [-2.08934, -4.10125, -0.64249], [-1.75079, -2.83864, -0.19234], [-0.34792, -2.56923, -0.16228], [0.35089, -1.32523, -0.02160], [-0.19320, -0.23267, 0.76527], [-1.07633, 3.20691, -0.59301], [-1.79970, 4.37707, -0.69486], [-2.41444, 6.12102, 0.34642], [-1.02528, 5.66128, 2.40501], [0.39848, 3.80925, 2.39246], [2.99449, 1.84455, -0.21071], [2.96150, 0.97226, 1.25995], [3.73370, -0.75590, -0.18281], [2.77320, -0.19292, -1.48024], [2.68058, -3.21229, -0.92274], [0.88243, -5.69378, -1.09726], [-1.53480, -6.32677, -0.80069], [-3.21218, -4.24766, -0.74555], [-2.49132, -2.20296, 0.26392], [0.04216, -0.47689, 1.81622], [-1.27772, -0.15825, 0.69326], [-0.94520, 2.61063, -1.46815], [-2.35436, 4.46799, -1.62958]],
  "atomic_forces_ev_per_a": [[0.7040, 0.1427, 2.4055], [2.2186, -1.6452, 0.6149], [-3.8663, 2.8725, -2.3015], [1.0673, -0.9454, 1.3840], [-0.6509, -1.2100, -1.3007], [-0.3918, -2.0189, 1.2479], [-0.8353, -0.5512, -1.4340], [-0.0477, 0.8430, 1.5178], [-0.0201, -0.0660, -0.4306], [-2.2323, 0.0669, 0.2211], [0.6357, -0.8372, 0.7709], [0.6069, 1.5333, -2.0425], [-2.3601, -1.5145, 1.5851], [2.1700, -1.2819, -0.1219], [0.0241, -0.0909, -0.8002], [-0.0565, -0.6300, 0.0559], [0.3949, 1.8937, 1.4016], [0.7319, 0.9063, -0.6038], [-0.5060, -1.4200, -1.4164], [-0.8937, 1.2157, -0.3621], [-0.4114, -0.3724, -1.3407], [1.5327, -0.7711, 1.7684], [0.3212, 0.4874, -0.8056], [-0.0114, 0.1062, 0.3179], [-0.2008, 0.0543, 0.4626], [0.2675, 0.4701, -0.2805], [1.0386, -0.6126, -0.4160], [-0.4083, 0.8119, 0.3056], [0.5389, 2.0714, 0.1225], [1.5021, -0.2984, 0.2674], [-0.1178, 0.4656, -0.5874], [-0.4205, 0.0817, -0.1533], [0.0471, 0.3442, -0.1835], [-0.3170, -0.6272, -0.2514], [-0.0538, 0.5259, 0.3829]],
  "lowdin_charge": [-0.108, -0.048, -0.066, -0.420, 1.056, -0.347, -0.136, -0.186, 0.109, -0.173, -0.040, -0.088, -0.127, -0.038, -0.121, -0.258, -0.279, -0.131, -0.100, 0.084, 0.111, 0.062, 0.057, 0.054, 0.102, 0.099, 0.134, 0.102, 0.118, 0.108, 0.101, 0.089, 0.082, 0.085, 0.112],
  "smiles": "c1ccc(P2CCc3[nH]c4ccccc4c3C2)cc1",
  "e_lumo_ev": 0.82,
  "homo_ev": -6.61
}

=====

(3)
{
  "formula": "C17H17BN8O6Pt",
  "method": "ωB97M-V/def2-TZVPD",
  "symbols": ["H", "N", "B", "N", "C", "Pt", "H", "C", "H", "C", "H", "C", "H", "H", "H", "N", "N", "N", "N", "C", "C", "H", "H", "C", "C", "C", "C", "H", "H", "H", "H", "H", "O", "C", "O", "C", "C", "C", "C", "C", "C", "N", "O", "O", "N", "O", "O", "H", "H", "H"],
  "coordinates": [[1.60692, 3.89436, -0.72544], [0.98438, 2.10747, -1.72123], [0.09248, 0.52002, -3.60173], [0.18289, 1.85658, -2.83068], [-0.19452, 3.05125, -3.35600], [1.99592, 0.98155, -0.55635], [-0.70939, 3.10257, -4.30512], [0.25412, 4.06860, -2.51928], [0.07527, 5.11929, -2.61519], [1.01138, 3.45787, -1.51649], [0.58053, 0.72401, -4.69876], [-2.88086, -2.61100, 2.31271], [-2.41376, -2.89097, 3.25894], [-2.15046, -2.07071, 1.70700], [-3.17115, -3.52050, 1.78356], [-1.38538, 0.12922, -3.98061], [0.92804, -0.61562, -2.94135], [-2.27271, -0.24467, -2.99505], [1.79911, -0.55574, -1.83945], [-2.00768, 0.07708, -5.19821], [1.17457, -1.76936, -3.60855], [-1.47699, 0.33400, -6.10952], [0.70833, -1.97147, -4.56404], [-3.31713, -0.36760, -4.99127], [2.14498, -2.49379, -2.93293], [-3.42359, -0.56050, -3.58593], [2.53572, -1.70513, -1.84292], [-4.09235, -0.52325, -5.70984], [2.55879, -3.44402, -3.20549], [-4.28688, -0.91059, -3.03929], [3.30821, -1.89842, -1.11507], [-3.69430, -2.02897, 2.48244], [2.68199, -2.00411, 1.76208], [2.48513, -0.79268, 1.82598], [3.00382, 0.09295, 0.99131], [1.68583, -0.25560, 3.02399], [0.84382, 0.86875, 2.98752], [0.02491, 1.18438, 4.10289], [0.08334, 0.43968, 5.28308], [0.99637, -0.62043, 5.35763], [1.76915, -0.98239, 4.22517], [1.05835, -1.39734, 6.57048], [0.31061, -1.07389, 7.52015], [1.83981, -2.36922, 6.61670], [-1.00243, 2.18521, 3.96437], [-1.12994, 2.79155, 2.88218], [-1.74834, 2.37828, 4.95169], [0.79729, 1.49172, 2.09827], [-0.59460, 0.66348, 6.10261], [2.43036, -1.84193, 4.29499]],
  "atomic_forces_ev_per_a": [[-0.2311, -0.1607, -0.0397], [-1.3854, 1.6878, -1.1233], [-0.6241, -0.3968, -1.6190], [0.7884, 1.4124, 0.6045], [0.4535, -1.1396, 1.1892], [1.3445, -0.2830, 2.5709], [-0.1214, -0.1307, 0.2326], [0.5765, -0.0583, 0.6533], [-0.0075, 0.2004, -0.1511], [-0.9109, -0.1617, -1.5568], [0.0943, 0.0472, 0.1763], [2.5802, -1.8085, -0.5176], [-0.0521, 0.0232, -0.0657], [-0.0801, -0.0421, 0.0350], [0.0219, 0.0957, 0.0447], [-0.6222, -0.2258, 1.2138], [1.1971, -0.6938, 0.7817], [0.2205, -0.1108, -0.1144], [-0.5212, -2.9261, -2.4563], [-0.5267, -0.3730, 0.4489], [0.2680, 0.4563, 0.7737], [-0.1348, -0.0620, 0.2281], [-0.1697, 0.0346, 0.2837], [1.0255, 0.3187, 0.5011], [0.0850, 0.4838, 0.2046], [1.2476, 0.5879, -0.9140], [-1.2915, 0.8320, -0.9023], [-0.0945, -0.0199, -0.3405], [0.0135, -0.1357, -0.0757], [0.1867, 0.0873, 0.1651], [-0.2106, 0.1626, 0.2063], [-2.4471, 1.7505, 0.5073], [-0.2716, 1.8098, 0.0047], [0.4523, -1.5090, 0.2201], [-1.2286, 0.5765, -0.3981], [-0.3332, 0.3143, 0.6278], [-0.1167, -0.1407, 0.4697], [1.2647, -1.5427, -0.6178], [0.1206, -0.0655, -0.1517], [-0.0188, 0.8970, -2.0748], [-0.3980, 0.0838, 0.6916], [0.0571, -1.7086, 2.5050], [1.4110, -0.4333, -1.9583], [-1.3508, 1.9112, -0.3125], [-2.2349, 1.9869, 0.2140], [0.5322, -1.2024, 1.8457], [1.5131, -0.3526, -1.9209], [-0.1561, -0.1446, 0.1443], [0.2614, -0.0551, -0.1600], [-0.1760, 0.1232, -0.0730]],
  "mulliken_spin": [-0.023, 0.207, 0.007, -0.073, 0.089, 1.481, 0.005, 0.016, 0.000, 0.012, -0.002, 0.000, 0.000, 0.000, 0.000, -0.001, -0.007, 0.000, 0.194, 0.001, -0.007, 0.000, -0.001, 0.000, 0.007, 0.000, -0.023, 0.000, 0.000, 0.000, -0.001, 0.000, 0.015, 0.005, 0.097, -0.029, -0.001, 0.026, 0.001, 0.001, -0.002, 0.000, 0.000, 0.000, 0.001, -0.001, 0.000, 0.006, 0.000, 0.000],
  "spin_multiplicity": 3,
  "e_lumo_ev": [-1.44, -3.41],
  "homo_ev": [-8.99, -9.03]
}

=====

| no. | E (eV) |
| --- | --- |
| 1 | -44919.506 |
| 2 | -28664.126 |
| 3 | -46026.225 |